Density functional theory data (ωB97M-V/def2-TZVPD) for a structure of composition C21H34EuNO4 in a non-equilibrium geometry.

CARTESIAN COORDINATES (ANGSTROEM)
1 C 0.444 -4.907 0.249
2 C 1.321 -3.773 0.714
3 C 2.709 -3.867 0.662
4 C 3.466 -2.807 1.091
5 C 2.872 -1.634 1.514
6 C 1.512 -1.403 1.557
7 C 0.914 -0.071 1.959
8 C -0.069 0.621 0.953
9 C -1.493 0.146 1.288
10 O -2.404 0.839 0.491
11 C -3.748 0.388 0.639
12 O -3.903 -0.956 0.335
13 C -4.037 -1.194 -1.062
14 C -2.684 -1.232 -1.787
15 O -2.443 -0.072 -2.590
16 C -0.054 2.164 1.265
17 C 0.347 3.094 0.108
18 C -0.828 3.494 -0.806
19 C 0.807 4.422 0.792
20 N 1.516 2.587 -0.675
21 O 1.965 3.381 -1.472
22 C 1.382 1.170 -1.188
23 C 1.137 1.187 -2.711
24 C 2.770 0.498 -1.014
25 C 0.224 0.376 -0.544
26 C 0.720 -2.521 1.177
27 H 0.421 -5.756 0.941
28 H 0.846 -5.260 -0.702
29 H -0.570 -4.569 0.041
30 H 3.112 -4.786 0.254
31 H 4.546 -2.852 1.049
32 H 3.525 -0.814 1.790
33 H 1.724 0.580 2.286
34 H 0.322 -0.265 2.866
35 H -1.605 -0.942 1.257
36 H -1.670 0.439 2.339
37 H -4.326 0.979 -0.076
38 H -4.130 0.635 1.632
39 H -4.744 -0.516 -1.547
40 H -4.467 -2.190 -1.161
41 H -1.863 -1.351 -1.069
42 H -2.659 -2.077 -2.475
43 H -2.973 0.633 -2.208
44 H -1.016 2.529 1.615
45 H 0.669 2.353 2.060
46 H -1.499 4.074 -0.179
47 H -1.402 2.644 -1.175
48 H -0.480 4.089 -1.648
49 H 1.824 4.295 1.167
50 H 0.861 5.196 0.029
51 H 0.110 4.729 1.563
52 H 1.028 0.135 -2.982
53 H 1.988 1.564 -3.268
54 H 0.191 1.662 -2.966
55 H 3.169 0.713 -0.019
56 H 2.713 -0.572 -1.184
57 H 3.459 0.965 -1.716
58 H 0.415 -0.672 -0.775
59 H -0.681 0.622 -1.101
60 H -0.388 -2.503 1.176
61 Eu 1.111 -3.642 3.238

spin multiplicity: 8
calculated total energy: -51306.3518 eV
net charge: +3
strongest force on any atom: 5.74 eV/A

Mulliken atomic charges, in units of e:
1 C -1.146
2 C 0.505
3 C -0.583
4 C -1.023
5 C -0.511
6 C 0.623
7 C -2.155
8 C 4.169
9 C -1.881
10 O -0.246
11 C -0.438
12 O -0.442
13 C -0.755
14 C 0.462
15 O -0.574
16 C -2.615
17 C 1.138
18 C -1.332
19 C -1.538
20 N 0.996
21 O -0.356
22 C 0.698
23 C -1.367
24 C -1.638
25 C -2.243
26 C -0.399
27 H 0.347
28 H 0.408
29 H 0.383
30 H 0.619
31 H 0.502
32 H 0.587
33 H 0.674
34 H 0.356
35 H 0.203
36 H 0.800
37 H 0.449
38 H 0.311
39 H 0.417
40 H 0.349
41 H -0.520
42 H 0.537
43 H 0.363
44 H 0.577
45 H 0.518
46 H 0.509
47 H 0.058
48 H 0.500
49 H 0.445
50 H 0.453
51 H 0.388
52 H 0.421
53 H 0.437
54 H 0.364
55 H 0.381
56 H 0.243
57 H 0.577
58 H 0.911
59 H 0.205
60 H 0.230
61 Eu 1.649